A structure of composition CH5OPS2 at a distorted geometry. Source: the Open Molecules 2025 dataset; level of theory: ωB97M-V with the def2-TZVPD basis set.

Each line ends with the natural charge from an NBO analysis.
Positions of all 10 atoms, in Å:
1 C 0.22075 -1.64362 0.62208  -0.66
2 O 0.82255 2.69435 -1.62435  -1.01
3 P 1.37760 2.48125 -0.13053  1.05
4 S 0.25908 0.07645 -0.28105  -0.44
5 S 0.00843 3.64591 0.85415  -0.33
6 H 0.34968 -1.49007 1.73730  0.22
7 H -0.78777 -1.84324 0.29546  0.24
8 H 1.14097 -2.11865 0.20613  0.23
9 H 0.55420 1.86295 -1.95478  0.52
10 H -0.34107 4.34573 -0.31300  0.19

Forces on atoms 1 to 6 (eV/Å):
C 2.12 2.72 0.57
O 0.61 1.59 0.42
P 0.26 -2.14 0.31
S 0.16 0.96 0.13
S -0.93 1.32 -0.45
H -0.47 -0.32 -1.38

Calculated values
Maximum force ... 3.492 eV Å⁻¹
ΔE to the lowest compared entry with this formula, charge and spin ... 60.70 kcal per mole
HOMO-LUMO gap ... 0.2774 hartree

---

A cluster of 10 separate species, C32H67F8N13O18S8 in total at a distorted geometry. Source: the Open Molecules 2025 dataset; level of theory: ωB97M-V with the def2-TZVPD basis set.

Each line ends with the Mulliken charge.
Positions of all 146 atoms, in Å:
1 C -14.10108 4.63545 18.74058  -1.03
2 C -13.84193 4.92052 20.25336  -0.57
3 N -14.62589 6.09169 20.64980  0.12
4 C -14.41563 7.38921 20.18000  -0.31
5 C -15.59417 7.99617 20.42031  -0.43
6 N -16.47204 7.20159 21.16789  0.12
7 C -15.87863 5.97374 21.24084  -0.06
8 C -17.80843 7.68448 21.56934  -0.83
9 H -15.11931 4.67908 18.35403  0.35
10 H -13.82294 3.59588 18.56727  0.36
11 H -13.49460 5.30330 18.12882  0.35
12 H -12.84014 5.15828 20.61113  0.36
13 H -14.28579 4.08058 20.78777  0.31
14 H -13.58068 7.68273 19.56107  0.43
15 H -15.78884 9.01507 20.11972  0.41
16 H -16.35048 5.06977 21.59664  0.41
17 H -18.53883 7.74199 20.76231  0.33
18 H -17.72443 8.66090 22.04645  0.35
19 H -18.19740 7.00972 22.33191  0.34
20 C -6.82214 -11.47158 22.36310  -1.09
21 C -6.55873 -12.33507 23.59719  -0.20
22 N -7.55102 -13.35176 23.71366  0.18
23 C -7.22407 -14.68684 24.04750  -0.45
24 C -8.37558 -15.48717 23.93382  -0.25
25 N -9.45313 -14.63896 23.80078  0.13
26 C -8.92711 -13.34817 23.75392  -0.25
27 C -10.85632 -14.95973 23.65840  -0.77
28 H -6.26859 -11.83807 21.49860  0.33
29 H -6.41907 -10.49076 22.61538  0.32
30 H -7.83380 -11.36562 21.97143  0.37
31 H -6.53032 -11.71326 24.49198  0.31
32 H -5.61781 -12.84784 23.39761  0.21
33 H -6.19706 -15.02056 24.06486  0.35
34 H -8.43283 -16.56541 23.95674  0.42
35 H -9.54187 -12.46642 23.85873  0.42
36 H -11.11340 -15.83285 24.25812  0.31
37 H -10.94446 -15.15433 22.58953  0.36
38 H -11.48240 -14.13885 24.00806  0.30
39 C -13.70165 5.85231 27.20328  -1.27
40 C -12.42559 5.35804 27.83620  -0.24
41 N -11.42746 4.99832 26.82681  0.21
42 C -10.85904 5.84584 25.86722  -0.40
43 C -9.67693 5.25041 25.45972  -0.34
44 N -9.59033 4.05730 26.10874  0.11
45 C -10.57586 3.95796 27.02718  -0.13
46 C -8.61272 3.01773 25.89276  -0.85
47 H -14.48615 6.15150 27.89837  0.41
48 H -14.18440 5.14773 26.52609  0.34
49 H -13.54426 6.77566 26.64584  0.33
50 H -12.77571 4.48159 28.38151  0.30
51 H -11.97244 6.08167 28.51380  0.32
52 H -11.23487 6.83784 25.66454  0.42
53 H -8.94638 5.50932 24.70760  0.44
54 H -10.71439 3.19660 27.78053  0.37
55 H -7.71829 3.41913 25.41634  0.34
56 H -9.08895 2.24797 25.28549  0.33
57 H -8.24152 2.67881 26.85995  0.35
58 C -6.93706 -2.59213 18.80501  -0.94
59 C -6.86170 -1.13153 18.31515  0.55
60 O -7.42769 -0.19091 18.80062  -0.42
61 N -5.78773 -0.87076 17.27687  -0.13
62 H -5.47915 0.06309 17.04709  0.37
63 H -4.93608 -1.34035 17.54939  0.37
64 C -6.20074 -1.42817 15.93778  -0.89
65 H -7.74274 -2.86105 19.48814  0.31
66 H -6.03270 -2.80375 19.37550  0.34
67 H -6.96986 -3.19851 17.89984  0.34
68 H -7.02371 -0.83081 15.54538  0.34
69 H -6.46485 -2.46782 16.13133  0.39
70 H -5.27422 -1.32883 15.37230  0.37
71 C -6.82769 -1.24878 6.87377  -1.08
72 C -5.69091 -1.72657 7.81327  0.60
73 O -4.98704 -0.94988 8.50657  -0.44
74 N -5.64035 -3.24991 7.87206  -0.23
75 H -6.24826 -3.57209 8.61147  0.38
76 H -6.07833 -3.66053 7.05987  0.42
77 C -4.21437 -3.88509 8.10042  -0.76
78 H -6.71600 -1.45441 5.80919  0.37
79 H -6.75868 -0.17568 7.05201  0.32
80 H -7.80935 -1.56185 7.22938  0.37
81 H -3.79406 -3.36252 8.95971  0.33
82 H -3.64907 -3.68594 7.19000  0.35
83 H -4.41641 -4.95397 8.16959  0.36
84 C 2.24873 4.24789 17.89525  -1.43
85 C 2.97715 3.39321 16.95776  -0.17
86 C 1.98033 2.90157 15.85624  -0.89
87 N 2.71074 2.20175 14.71706  0.32
88 C 3.37926 3.25763 13.74399  -0.89
89 C 1.82174 1.33456 13.82554  -0.69
90 C 2.67635 0.31905 13.06982  -0.68
91 C 3.87884 0.14194 13.92930  -0.68
92 C 3.55626 1.01565 15.10198  -0.81
93 H 1.48477 3.67605 18.42201  0.33
94 H 1.87762 5.13510 17.38219  0.37
95 H 2.98299 4.64315 18.59720  0.39
96 H 3.30000 2.48090 17.45931  0.33
97 H 3.89045 3.84138 16.56646  0.37
98 H 1.37933 3.73347 15.48903  0.48
99 H 1.22145 2.20706 16.21658  0.35
100 H 3.71896 2.75533 12.83824  0.40
101 H 4.27070 3.67953 14.20813  0.35
102 H 2.71039 4.11502 13.66913  0.34
103 H 1.37560 1.93868 13.03554  0.33
104 H 1.13081 0.86153 14.52338  0.50
105 H 3.05903 0.76490 12.15175  0.27
106 H 2.17097 -0.53884 12.62628  0.43
107 H 4.83382 0.40408 13.47389  0.33
108 H 4.07533 -0.85114 14.33341  0.38
109 H 4.39610 1.30333 15.73447  0.51
110 H 2.91135 0.39505 15.72409  0.44
111 N -8.78441 -5.80164 11.99764  -0.18
112 S -8.88964 -7.00650 12.85416  1.01
113 O -9.80027 -8.09802 12.53639  -0.57
114 O -8.47221 -6.79570 14.23811  -0.58
115 F -7.54017 -7.59621 12.24333  -0.33
116 S -10.25667 -5.24302 12.58076  1.04
117 O -10.35233 -5.01418 14.02075  -0.52
118 O -11.44855 -5.64777 11.77714  -0.56
119 F -10.01922 -3.74670 11.96735  -0.31
120 N -4.49260 4.81250 15.91780  -0.24
121 S -4.95718 5.49575 14.72033  1.10
122 O -4.87514 6.95562 14.68377  -0.57
123 O -6.20765 4.89671 14.19941  -0.62
124 F -3.77932 5.07958 13.63305  -0.32
125 S -5.08131 5.84226 17.06909  1.07
126 O -6.53091 6.10174 17.10617  -0.56
127 O -4.21133 6.89354 17.52949  -0.55
128 F -4.91466 4.79862 18.30167  -0.30
129 N -13.47961 -10.87957 20.09631  -0.28
130 S -13.57097 -9.45111 20.49319  1.10
131 O -14.86845 -8.89514 20.31424  -0.61
132 O -12.43962 -8.51488 20.50243  -0.61
133 F -13.70906 -9.73070 22.05153  -0.32
134 S -12.87512 -10.50190 18.59149  1.14
135 O -11.58532 -11.09495 18.36830  -0.60
136 O -13.21828 -9.29186 17.89087  -0.49
137 F -13.76020 -11.62840 17.74722  -0.33
138 N -0.97160 -3.12116 18.37691  -0.15
139 S -0.36581 -4.43854 17.96300  1.01
140 O -1.11554 -5.64912 18.31396  -0.58
141 O 1.10392 -4.52795 17.90793  -0.56
142 F -0.69098 -4.15470 16.41104  -0.31
143 S -0.13624 -3.05933 19.82821  1.03
144 O 1.30221 -2.78618 20.01787  -0.52
145 O -0.89590 -3.77803 20.87952  -0.57
146 F -0.71548 -1.54313 20.21754  -0.35

Forces on atoms 1 to 6 (eV/Å):
C 1.29 -0.19 0.31
C -1.47 -0.05 -0.59
N -2.28 -0.30 1.11
C -1.63 -1.87 0.21
C -0.16 1.58 0.61
N 1.53 -0.30 -1.73

Calculated values
Maximum force ... 10.990 eV Å⁻¹
Net charge ... +2
HOMO-LUMO gap ... 0.1825 hartree

---

A cluster of 2 separate species, C31H50F8IN2O6 in total at a distorted geometry. Source: the Open Molecules 2025 dataset; level of theory: ωB97M-V with the def2-TZVPD basis set.

Each line ends with the Mulliken charge.
Positions of all 98 atoms, in Å:
1 C 1.77209 -1.93975 8.25394  -0.80
2 O 1.44972 -1.88698 6.87802  -0.41
3 C 0.12205 -1.48696 6.60807  -0.62
4 C 0.03351 0.02750 6.52342  -0.73
5 C 0.63515 0.52098 5.19624  -0.93
6 C -0.32453 0.28053 4.01941  -0.20
7 C -1.28603 1.46626 3.82418  -0.23
8 C -0.93870 2.39977 2.66328  -0.38
9 C 0.55955 2.75523 2.51880  -1.11
10 C 1.25825 1.99644 1.40460  0.03
11 C 0.82799 2.44126 0.00579  -1.05
12 C 1.79817 1.89991 -1.05339  -0.39
13 C 1.42483 0.45104 -1.33498  -2.06
14 N 1.94754 -0.20574 -2.61875  1.33
15 C 3.42242 -0.37096 -2.59340  0.87
16 F 4.00621 0.79559 -2.28649  -0.31
17 F 3.67248 -1.19774 -1.55920  -0.31
18 C 4.14421 -0.92793 -3.87056  0.67
19 F 3.37149 -1.65001 -4.68847  -0.20
20 F 4.60133 0.12256 -4.56691  -0.29
21 C 5.39964 -1.78853 -3.50899  0.53
22 F 5.04038 -2.96289 -2.98836  -0.18
23 F 6.21717 -1.10932 -2.70390  -0.23
24 F 6.02982 -2.01382 -4.67929  -0.24
25 C 1.31477 0.56634 -3.73659  -0.70
26 F 2.11744 0.65655 -4.82956  -0.46
27 C 0.00139 -0.15279 -4.11660  1.64
28 C -0.58411 0.33918 -5.42856  -1.03
29 C -2.07043 0.65443 -5.35054  -0.83
30 C -2.42512 1.75380 -4.38962  -0.40
31 O -1.69775 2.91555 -4.74009  -0.55
32 C 0.49269 -1.59950 -4.03867  0.81
33 C -0.43870 -2.77865 -4.31934  -0.52
34 C 0.31447 -3.71302 -5.26748  -0.11
35 O 0.50153 -3.47503 -6.42569  -0.44
36 I 1.13258 -5.50023 -4.37776  0.03
37 C 1.24917 -1.60845 -2.70908  -2.01
38 N 0.79950 -2.14582 -1.47802  1.36
39 C -0.48802 -1.84046 -0.86086  0.23
40 C -1.80678 -1.71199 -1.57864  -0.73
41 O -0.46024 -1.64342 0.34228  -0.55
42 C 1.27309 -3.47087 -1.14007  0.83
43 C 0.26462 -4.47862 -0.65794  -1.37
44 O 2.46329 -3.74036 -1.19026  -0.52
45 H 2.59408 -1.26854 8.46929  0.27
46 H 2.05910 -2.95278 8.50816  0.27
47 H 0.93485 -1.66816 8.88964  0.38
48 H -0.58063 -1.86498 7.34884  0.37
49 H -0.13711 -1.93393 5.65747  0.34
50 H -0.99197 0.37793 6.53950  0.35
51 H 0.61204 0.49209 7.31163  0.46
52 H 0.76301 1.59135 5.30526  0.36
53 H 1.60312 0.06471 5.02746  0.46
54 H -0.94023 -0.57732 4.25812  0.47
55 H 0.22971 0.04653 3.12096  -0.16
56 H -2.27744 1.08385 3.62939  0.00
57 H -1.32374 2.05589 4.73344  0.30
58 H -1.47276 3.33361 2.80511  0.17
59 H -1.26727 1.98686 1.71512  0.21
60 H 0.62354 3.80940 2.26169  0.53
61 H 1.08165 2.65271 3.45742  0.35
62 H 1.07701 0.92616 1.48599  -0.23
63 H 2.32901 2.13567 1.50959  0.39
64 H 0.89962 3.52173 -0.01965  0.47
65 H -0.18666 2.12129 -0.19930  0.35
66 H 1.84841 2.55126 -1.91748  0.71
67 H 2.78033 1.92826 -0.60477  0.44
68 H 0.35011 0.42253 -1.43967  0.40
69 H 1.70720 -0.13218 -0.47716  0.69
70 H 1.03078 1.58721 -3.52293  0.61
71 H -0.68024 0.20207 -3.34654  -1.63
72 H -0.06098 1.19720 -5.82750  0.64
73 H -0.44811 -0.45603 -6.15602  0.23
74 H -2.68639 -0.22143 -5.18548  0.28
75 H -2.35275 1.01246 -6.33552  0.53
76 H -2.18598 1.48342 -3.35601  0.17
77 H -3.50080 1.90646 -4.40575  0.46
78 H -1.78093 3.53570 -4.01934  0.34
79 H 1.17362 -1.61365 -4.88033  0.79
80 H -1.31209 -2.46277 -4.87575  0.16
81 H -0.67518 -3.36096 -3.44461  0.42
82 H 2.03533 -2.31940 -2.96478  0.42
83 H -2.07851 -2.56470 -2.18107  0.24
84 H -2.56989 -1.61095 -0.82471  0.60
85 H -1.85290 -0.80772 -2.17075  -0.21
86 H -0.70022 -4.39907 -1.15143  0.33
87 H 0.08907 -4.27774 0.39202  0.38
88 H 0.64977 -5.46943 -0.81234  0.39
89 C -6.13047 2.81847 2.65955  -1.21
90 C -4.93955 2.54729 3.54623  0.96
91 O -4.52660 1.42615 3.72560  -0.54
92 C -4.29022 3.74285 4.20038  -1.06
93 H -6.50214 1.88031 2.25494  0.32
94 H -6.92387 3.29664 3.23510  0.34
95 H -5.84271 3.47431 1.83622  0.33
96 H -5.01076 4.25752 4.83715  0.44
97 H -3.92874 4.43582 3.43878  0.28
98 H -3.45162 3.41297 4.80881  0.16

Forces on atoms 1 to 6 (eV/Å):
C 0.01 -0.04 -0.12
O -0.14 -0.23 0.06
C 0.07 0.43 0.24
C 0.52 -0.03 -1.13
C -0.51 -0.01 0.06
C -0.07 0.46 0.64

Calculated values
Maximum force ... 3.485 eV Å⁻¹
Net charge ... +1
HOMO-LUMO gap ... 0.3033 hartree

---

Calculated E in order - -1254.0204; -7308.9093; -2868.4836 a.u.